A cluster of 10 separate species, C48H118Cl2N15O13P5 in total. Source: the Open Molecules 2025 dataset; level of theory: ωB97M-V with the def2-TZVPD basis set.

Calculated values
Total charge   -1
LUMO (spin up / spin down)   1.659 / 1.620 eV
M   1339.34 u
Multiplicity   2
Electronic energy   -6326.3121 Eh

Positions of all 201 atoms, in Å:
Cl  10.662  0.389  -0.888
C  9.368  1.360  -0.505
C  9.323  2.619  -1.410
Cl  10.707  3.876  -0.996
H  9.515  1.664  0.532
H  8.455  0.798  -0.701
H  8.472  3.261  -1.188
H  9.364  2.469  -2.489
O  6.895  7.772  5.484
P  7.945  8.396  4.565
N  8.687  9.770  5.170
C  7.814  10.992  5.097
C  9.488  9.591  6.412
N  7.372  8.761  2.977
C  6.482  7.717  2.350
C  8.129  9.446  1.949
N  9.335  7.485  4.163
C  10.538  8.081  3.549
C  9.296  6.013  4.292
H  7.466  11.151  4.077
H  8.447  11.833  5.378
H  6.928  11.009  5.733
H  8.919  9.054  7.171
H  9.757  10.608  6.701
H  10.462  9.115  6.301
H  6.203  8.025  1.343
H  7.115  6.834  2.259
H  5.681  7.381  3.008
H  7.537  10.161  1.377
H  8.942  9.997  2.422
H  8.672  8.822  1.239
H  10.831  7.399  2.750
H  10.387  9.060  3.093
H  11.335  8.296  4.260
H  9.587  5.886  5.335
H  9.937  5.350  3.713
H  8.267  5.741  4.058
O  17.172  7.051  -0.638
P  16.559  7.497  0.577
N  15.898  6.305  1.639
C  16.095  4.897  1.282
C  15.361  6.596  2.950
N  15.217  8.501  0.267
C  15.309  9.946  -0.174
C  13.963  7.946  0.116
N  17.485  8.462  1.694
C  16.992  9.282  2.767
C  18.885  8.750  1.430
H  16.441  4.725  0.263
H  15.174  4.316  1.261
H  16.776  4.414  1.983
H  14.764  5.728  3.231
H  14.798  7.529  2.992
H  16.202  6.494  3.636
H  15.262  10.678  0.632
H  16.257  9.972  -0.711
H  14.524  10.107  -0.913
H  14.068  6.985  -0.388
H  13.460  7.795  1.070
H  13.281  8.594  -0.434
H  16.000  9.087  3.174
H  17.561  9.109  3.681
H  16.878  10.309  2.418
H  19.103  9.743  1.039
H  19.346  8.049  0.733
H  19.536  8.608  2.292
O  7.107  9.526  -1.038
P  7.682  8.828  -2.225
N  7.254  7.124  -2.160
C  6.224  6.504  -2.965
C  7.405  6.514  -0.834
N  9.465  8.837  -2.214
C  10.323  10.059  -2.156
C  10.257  7.759  -2.825
N  7.288  9.390  -3.742
C  7.508  8.690  -4.984
C  7.161  10.774  -3.972
H  6.221  6.668  -4.043
H  5.256  6.920  -2.686
H  6.074  5.438  -2.797
H  8.113  5.693  -0.950
H  6.400  6.384  -0.433
H  7.873  7.226  -0.154
H  10.392  10.482  -3.158
H  9.927  10.785  -1.446
H  11.357  9.887  -1.857
H  11.336  7.912  -2.846
H  10.141  6.869  -2.206
H  9.942  7.498  -3.836
H  8.196  9.201  -5.657
H  7.935  7.700  -4.823
H  6.516  8.527  -5.405
H  7.374  11.130  -4.980
H  7.991  11.219  -3.423
H  6.221  11.094  -3.524
O  2.239  4.057  -7.762
P  2.648  5.380  -8.277
N  2.232  5.432  -9.935
C  2.606  6.516  -10.896
C  1.176  4.546  -10.497
N  4.296  5.768  -8.201
C  5.359  4.928  -8.919
C  4.695  6.389  -6.889
N  1.773  6.746  -7.755
C  2.109  8.162  -8.038
C  0.429  6.547  -7.338
H  3.663  6.760  -11.002
H  2.077  7.421  -10.597
H  2.220  6.180  -11.858
H  1.454  3.504  -10.340
H  1.107  4.513  -11.584
H  0.169  4.754  -10.136
H  5.684  4.162  -8.214
H  5.035  4.391  -9.810
H  6.186  5.572  -9.219
H  5.740  6.695  -6.932
H  3.979  7.197  -6.736
H  4.606  5.670  -6.074
H  2.140  8.715  -7.100
H  2.973  8.244  -8.698
H  1.284  8.698  -8.508
H  -0.150  6.377  -8.246
H  0.055  7.452  -6.859
H  0.299  5.658  -6.721
O  12.768  8.247  -10.512
P  12.088  7.994  -9.179
N  11.801  6.324  -8.990
C  12.930  5.528  -8.499
C  10.732  5.444  -9.550
N  10.516  8.759  -9.023
C  9.851  9.637  -9.990
C  9.631  8.199  -8.037
N  12.970  8.611  -7.780
C  12.491  8.525  -6.377
C  14.391  8.469  -7.840
H  13.336  5.691  -7.501
H  13.806  5.522  -9.148
H  12.587  4.494  -8.469
H  11.138  4.671  -10.203
H  10.111  6.078  -10.182
H  10.163  5.206  -8.650
H  9.197  9.016  -10.602
H  9.289  10.302  -9.333
H  10.532  10.281  -10.546
H  8.870  7.538  -8.450
H  10.164  7.544  -7.348
H  9.227  9.025  -7.451
H  12.269  9.555  -6.098
H  11.553  8.019  -6.150
H  13.292  8.205  -5.711
H  14.767  7.472  -7.611
H  14.915  9.155  -7.175
H  14.735  8.721  -8.843
O  3.148  5.844  -3.530
C  2.752  4.774  -3.908
O  1.459  4.336  -3.865
C  1.391  3.120  -4.644
C  2.774  2.509  -4.405
C  3.663  3.735  -4.538
H  1.162  3.162  -5.709
H  0.758  2.466  -4.045
H  3.039  1.706  -5.093
H  2.645  2.145  -3.386
H  3.892  3.982  -5.575
H  4.540  3.516  -3.930
O  3.893  12.748  -2.789
C  3.721  11.548  -3.168
O  3.903  11.251  -4.453
C  3.276  10.025  -4.739
C  2.502  9.614  -3.465
C  3.257  10.388  -2.408
H  3.936  9.250  -5.126
H  2.538  9.911  -5.533
H  2.573  8.548  -3.250
H  1.457  9.924  -3.474
H  4.059  9.779  -1.991
H  2.640  10.603  -1.536
O  5.370  16.600  -7.723
C  5.441  15.927  -6.674
O  4.968  16.467  -5.547
C  5.103  15.576  -4.540
C  6.131  14.523  -4.952
C  5.871  14.486  -6.420
H  4.116  15.180  -4.299
H  5.369  16.142  -3.647
H  5.985  13.633  -4.340
H  7.161  14.867  -4.859
H  5.202  13.642  -6.592
H  6.709  14.353  -7.103
O  11.359  12.787  -0.578
C  11.850  13.686  -1.177
O  11.359  14.994  -1.061
C  11.837  15.796  -2.060
C  13.092  15.057  -2.605
C  12.856  13.641  -2.319
H  12.044  16.826  -1.768
H  11.144  15.915  -2.893
H  14.017  15.337  -2.101
H  13.266  15.374  -3.633
H  13.682  13.001  -2.011
H  12.207  13.154  -3.048

Mulliken population analysis, charges in e, atoms 1 to 5: atom 1 (Cl): -0.15, atom 2 (C): -0.46, atom 3 (C): -0.52, atom 4 (Cl): -0.20, atom 5 (H): 0.28

A structure of composition C20H16FN11O2ReS. Source: the Open Molecules 2025 dataset; level of theory: ωB97M-V with the def2-TZVPD basis set.

Calculated values
LUMO (spin up / spin down)   -2.249 / -1.815 eV
M   679.70 u
Multiplicity   2
Electronic energy   -2100.7585 Eh

Positions of all 52 atoms, in Å:
Re  0.479  -0.013  -0.046
N  2.673  -2.747  -0.548
C  2.583  -2.202  0.692
N  3.286  -2.537  1.757
N  2.869  -1.746  2.727
N  1.964  -0.953  2.324
N  1.719  -1.192  1.032
C  1.985  -2.243  -1.609
N  2.103  -2.585  -2.877
N  1.220  -1.856  -3.525
N  0.578  -1.092  -2.741
N  1.014  -1.289  -1.491
H  3.384  -3.444  -0.711
C  3.368  5.384  5.128
C  2.973  4.632  3.895
C  3.009  5.272  2.659
C  2.605  4.607  1.518
C  2.182  3.295  1.612
C  2.180  2.618  2.817
C  2.579  3.298  3.956
S  1.442  2.554  0.182
O  1.105  3.581  -0.758
O  2.265  1.457  -0.323
N  0.117  1.781  0.740
C  -1.116  2.332  0.548
C  -1.443  3.669  0.794
C  -2.746  4.060  0.564
C  -3.674  3.128  0.111
C  -3.242  1.835  -0.136
N  -1.995  1.453  0.062
H  2.974  6.398  5.103
H  4.454  5.451  5.197
H  2.995  4.890  6.021
H  3.334  6.300  2.599
H  2.591  5.090  0.554
H  1.863  1.586  2.867
H  2.574  2.786  4.905
H  -0.686  4.347  1.157
H  -3.039  5.088  0.726
H  -4.701  3.406  -0.058
H  -3.907  1.071  -0.517
F  -4.501  -3.618  1.093
C  -3.402  -2.876  0.854
C  -2.442  -2.755  1.841
C  -1.325  -1.978  1.591
C  -1.134  -1.330  0.365
C  -2.128  -1.498  -0.612
C  -3.265  -2.243  -0.369
H  -2.570  -3.274  2.777
H  -0.593  -1.860  2.377
H  -2.004  -1.029  -1.581
H  -4.038  -2.354  -1.114

Mulliken population analysis, charges in e, atoms 1 to 5: atom 1 (Re): 0.94, atom 2 (N): -0.03, atom 3 (C): 0.53, atom 4 (N): -0.53, atom 5 (N): -0.71

The molecule C3H11N3. Source: the Open Molecules 2025 dataset; level of theory: ωB97M-V with the def2-TZVPD basis set.

Calculated values
LUMO   1.043 eV
M   89.14 u
Structure (SMILES)   CN(C)CNN
Electronic energy   -285.0485 Eh

Positions of all 17 atoms, in Å:
C  0.918  0.807  0.042
C  -1.054  -0.292  -1.132
C  -1.491  0.808  1.032
N  -0.535  0.431  0.015
N  1.522  -0.347  0.662
N  1.876  -1.369  -0.331
H  0.405  -0.636  0.997
H  2.733  -1.062  -0.790
H  2.101  -2.213  0.193
H  1.005  1.658  0.725
H  1.265  0.972  -0.982
H  -0.999  1.384  1.815
H  -1.883  0.264  -1.574
H  -1.346  -1.304  -0.831
H  -0.292  -0.397  -1.902
H  -2.297  1.392  0.584
H  -1.929  -0.095  1.476

Mulliken population analysis, charges in e, atoms 1 to 5: atom 1 (C): -0.49, atom 2 (C): -0.96, atom 3 (C): -0.86, atom 4 (N): -0.07, atom 5 (N): -0.48

A cluster of 2 separate species, C5H13NP in total. Source: the Open Molecules 2025 dataset; level of theory: ωB97M-V with the def2-TZVPD basis set.

Calculated values
Total charge   +1
LUMO   -6.317 eV
M   118.14 u
Electronic energy   -594.0501 Eh

Positions of all 20 atoms, in Å:
C  -0.891  3.071  2.288
C  -0.482  -1.928  -1.632
C  1.651  -2.741  -0.613
C  -0.696  2.025  -0.316
C  0.605  -1.642  -0.670
N  0.617  -0.606  0.115
P  0.192  2.992  0.870
H  -0.786  2.101  2.740
H  -0.608  3.775  3.086
H  -1.231  -1.118  -1.309
H  -0.094  -1.763  -2.592
H  -0.722  -3.011  -1.573
H  2.542  -2.213  -0.579
H  1.489  -3.285  -1.551
H  1.682  -3.339  0.216
H  -0.402  2.389  -1.320
H  -1.739  1.829  -0.186
H  -2.033  3.212  2.142
H  1.212  -0.589  0.980
H  -0.305  0.840  -0.097

Mulliken population analysis, charges in e, atoms 1 to 5: atom 1 (C): -0.83, atom 2 (C): -1.18, atom 3 (C): -1.31, atom 4 (C): -0.45, atom 5 (C): 0.83

A structure of composition C6H12N. Source: the Open Molecules 2025 dataset; level of theory: ωB97M-V with the def2-TZVPD basis set.

Calculated values
Total charge   +1
LUMO   -6.515 eV
M   98.17 u
Electronic energy   -290.0886 Eh

Positions of all 19 atoms, in Å:
C  -0.495  -1.536  -3.874
C  1.962  -0.096  2.023
C  0.867  0.365  1.354
C  0.585  -0.075  -0.057
C  -1.374  1.417  1.743
C  0.049  1.293  2.017
N  -0.593  -1.192  -2.616
H  -0.076  -0.914  -4.679
H  -1.634  -1.226  -3.146
H  2.488  -0.990  1.719
H  2.219  0.400  2.955
H  1.202  -0.881  -0.431
H  0.456  0.761  -0.746
H  -1.897  2.141  2.361
H  -1.839  0.448  1.997
H  0.521  1.736  2.894
H  -0.515  -2.620  -4.104
H  -1.500  1.467  0.656
H  -0.427  -0.497  -0.066

Mulliken population analysis, charges in e, atoms 1 to 5: atom 1 (C): -0.29, atom 2 (C): -0.89, atom 3 (C): 1.21, atom 4 (C): -1.34, atom 5 (C): -1.13

Which of these has the lowest electronic energy? C48H118Cl2N15O13P5

The highest electronic energy belongs to which entry? C3H11N3

Which formula does entry 4 have? C5H13NP

Number 2 is which compound? C20H16FN11O2ReS